No. 1
Density functional theory data (ωB97M-V/def2-TZVPD) for C39H69AsN5O3PSSi2Ti as an isolated structure at a distorted geometry.

E_tot: -6430.93223 a.u.
expectation value of S²: 0.758
relative energy (zero: lowest compared OMol25 entry of this formula, charge and spin): 39.87 kcal/mol
M: 898.015 g mol⁻¹
HOMO level (alpha / beta): -4.959 / -5.306 eV

Geometry as ORCA input:
```
! RIJCOSX wB97M-V def2-TZVPD def2/J DEFGRID3
* xyz -1 2
H -2.841 2.113 -1.385
C -1.756 4.088 0.172
C -0.410 2.637 -4.351
H -3.170 -0.349 -0.954
N -0.090 -1.487 -0.721
H 3.768 0.527 0.874
H 2.901 4.802 -2.171
C -1.340 5.129 -2.047
H -5.554 -1.347 1.717
H 1.334 0.306 -2.551
H -1.733 -0.839 7.295
H 2.211 1.729 -0.056
H -3.062 -1.639 6.448
C -0.667 -2.320 -1.641
H -0.435 2.054 -5.272
H -1.531 1.444 6.560
H -2.292 1.037 -3.407
H -1.761 2.390 2.406
Si 1.290 -3.645 1.791
C 1.485 4.320 -0.023
N 1.377 -4.190 -4.649
H -1.742 -2.456 -1.563
H -4.086 -2.212 2.186
As 0.372 -1.567 2.430
C 2.038 4.194 -2.452
H -1.802 3.129 0.686
H -1.927 4.180 4.239
C -1.304 3.503 4.822
N -0.263 1.438 -0.230
C 3.001 -0.762 4.503
H 3.226 -5.028 0.976
H 2.191 -0.925 5.210
H 2.890 1.697 -1.692
C -1.520 3.808 -1.309
H -3.221 -1.956 -0.155
C -2.017 -0.187 5.264
C 4.036 -4.199 -5.012
H 0.987 1.612 3.775
H -2.270 5.697 -1.976
C -2.055 -1.236 6.336
H -4.672 1.415 2.054
S 0.855 -5.578 -6.873
H 4.726 -0.160 2.166
H -2.702 4.613 0.316
N -2.361 -0.078 1.559
Ti -0.743 -0.212 0.584
H 1.685 -5.650 3.330
H -1.452 3.713 5.879
P -0.114 2.455 -1.379
H -4.720 -1.133 -0.612
C 0.028 -2.980 -2.610
H -3.667 3.676 -1.484
H -2.823 3.053 -2.891
H 0.358 -4.647 3.903
C 1.099 0.921 -3.417
H -5.445 0.901 0.549
C -1.722 1.139 5.541
H 2.401 2.269 2.959
H 0.405 3.350 -4.433
H 0.921 5.223 -0.233
H 3.556 -1.692 4.426
H 1.931 1.587 -3.628
C 1.264 -1.338 -0.843
Si 2.276 -0.288 2.784
H 3.668 -0.012 4.915
H 3.533 2.822 -0.505
H 5.100 -4.221 -5.222
H 1.030 3.789 0.812
H 2.486 4.629 0.282
C 1.964 -4.838 -5.624
O 0.834 -4.505 -7.867
H -3.887 1.746 0.504
C -2.168 0.341 2.889
C 1.347 -4.626 3.451
H -1.120 4.995 -3.101
H -0.969 -4.162 0.824
H -4.605 -0.774 3.084
H 2.350 3.544 -3.266
H -1.395 -2.055 6.048
O -0.417 -5.779 -6.192
H 0.992 0.258 -4.276
C -3.708 -0.979 -0.238
C 3.807 -0.277 1.601
N 3.270 -4.882 -5.852
H 3.134 -3.557 0.039
C 1.580 3.392 -1.236
C 3.535 -3.497 -3.933
H 3.809 -3.526 1.667
C -4.490 1.027 1.054
H -1.366 0.184 -2.151
H -0.557 5.733 -1.598
C -2.248 -0.568 3.952
C 0.032 -4.574 0.678
C -1.845 1.664 3.204
H 4.188 -2.965 -3.258
C -2.787 3.116 -1.808
H -0.008 -5.635 0.907
C -3.738 -0.318 1.147
O 1.502 -6.807 -7.308
C -1.636 2.071 4.515
H 0.286 -4.478 -0.374
H 1.724 -0.649 -0.136
H 0.997 1.734 2.019
C -0.205 1.681 -3.180
H 3.089 -1.765 -1.807
C 2.028 -1.968 -1.781
H -0.974 4.693 0.616
H 2.014 -4.136 4.154
C 1.620 1.516 2.896
C -4.542 -1.227 2.099
C 3.035 -3.961 1.042
H 3.885 -1.211 1.053
C -1.318 0.628 -3.152
C 1.431 -2.835 -2.721
C 2.139 -3.518 -3.770
H -1.101 -0.169 -3.863
H -0.263 3.713 4.576
H -0.469 -3.627 -3.314
H -2.467 -1.608 3.745
C 2.621 2.339 -0.861
H 1.258 4.860 -2.811
H -1.345 3.184 -4.286
*
```

Mulliken atomic charge list, values in e, 6 entries: number 1, H, carries 0.100; number 2, C, carries -1.915; number 3, C, carries -1.999; number 4, H, carries 0.244; number 5, N, carries 2.207; number 6, H, carries 0.234



No. 2
Density functional theory data (ωB97M-V/def2-TZVPD) for a 4-piece molecular cluster, C39H70N7O8 overall at a distorted geometry.

E_tot: -2512.84901 a.u.
M: 765.030 g mol⁻¹
HOMO level: -10.145 eV

Geometry as ORCA input:
```
! RIJCOSX wB97M-V def2-TZVPD def2/J DEFGRID3
* xyz 1 1
H -2.227 5.326 2.965
C 3.108 -5.776 -4.027
H -4.913 -4.897 4.011
O 0.108 -3.177 2.731
C 0.000 -3.776 4.018
C -3.288 11.261 1.329
C -1.142 10.268 1.031
H 1.957 1.003 2.218
H -1.878 6.203 1.493
H -4.196 11.462 0.762
H 2.273 -5.850 -4.731
H 5.070 -6.261 -4.016
H -3.901 4.318 -2.091
H 5.481 -3.431 -3.422
O -3.763 6.443 2.323
H 8.082 -7.161 -5.268
H -3.362 0.473 1.748
H -2.757 0.259 -0.935
H -2.254 7.373 4.308
C -4.624 2.683 1.328
H 1.130 -0.870 -3.350
N 2.051 0.307 -0.898
C 6.159 -5.731 -6.259
H -0.650 1.426 -1.054
C -2.972 -4.230 4.725
O 0.626 2.096 -3.207
C -2.154 0.198 -0.018
C -4.698 -3.721 1.872
N 0.275 0.474 0.658
H -3.023 -4.746 5.688
C 1.624 -1.996 -1.602
H 8.575 -5.984 -4.039
H -1.219 -4.441 -2.648
C -5.214 4.328 -0.369
C -0.700 0.506 -0.456
H 3.496 -0.941 -1.911
C -4.168 7.404 1.365
H 0.113 -4.908 -0.552
C -4.380 -3.967 4.223
C 1.324 -3.148 -0.799
C 3.057 1.420 -1.032
H -3.578 10.790 2.274
O 3.926 -4.217 -2.263
C -0.906 8.893 1.630
C 0.901 -1.765 -2.767
H 6.376 -5.159 -7.167
C -5.422 3.713 0.861
H 4.061 -5.554 -6.659
C 0.315 -4.031 -1.168
H -1.735 -3.085 1.794
C -3.561 2.229 0.546
N 2.395 0.376 1.543
O -2.475 10.401 0.550
H 6.265 -6.790 -6.510
C -0.416 -3.776 -2.331
C -0.105 -2.663 -3.095
C 7.723 -6.387 -4.585
C -0.776 -5.093 4.039
C 1.636 2.198 -2.606
H 1.025 -4.003 4.320
H -1.215 8.154 0.881
H -0.691 -1.688 1.604
H 4.729 -4.332 -5.560
C -4.145 3.870 -1.124
H -0.373 -3.052 4.750
H 4.317 0.400 0.676
H -2.185 -0.861 0.286
H -0.414 -0.303 -1.144
H 0.165 8.762 1.816
H 2.090 -4.202 -3.045
H -4.879 -2.940 1.134
O 3.172 2.095 0.203
H -5.157 7.122 1.003
H -1.519 -1.935 3.153
H -2.357 -4.688 2.851
C -1.700 7.345 3.366
O -4.373 -3.089 3.098
H 5.837 -4.961 -2.556
H -6.234 4.063 1.501
C -1.026 -2.442 2.319
C 4.745 -5.397 -5.819
H 2.062 -4.564 0.684
H -5.601 -4.329 1.962
C 2.089 -3.484 0.487
C 3.102 -4.381 -3.404
H -0.882 11.064 1.735
H 2.909 -6.495 -3.227
H 4.105 1.591 1.993
C 5.306 -4.008 -2.510
C -2.364 6.294 2.473
H -2.576 9.062 2.763
H 3.307 -3.595 -4.141
H 1.639 -2.945 1.337
H -2.509 2.499 -1.322
N 4.324 -6.233 -4.699
H -0.689 -2.462 -3.996
H 4.060 1.017 -1.255
C 3.623 1.124 1.128
H -4.265 8.388 1.830
H -4.931 -3.450 5.014
H -0.344 -5.744 3.274
H -0.068 0.522 1.612
O 7.115 -5.318 -5.287
C 2.715 -1.033 -1.144
H -0.606 -5.586 5.001
H 5.718 -3.453 -1.665
H 3.147 -3.207 0.369
H -2.786 12.210 1.532
H -4.828 2.246 2.308
H -3.489 7.450 0.510
N -2.214 -5.050 3.784
H -1.909 1.473 1.807
H -5.863 5.132 -0.716
H -0.685 7.012 3.608
H -3.872 -4.342 1.510
H 3.157 -1.360 -0.192
C 1.545 0.374 0.421
C -2.696 1.097 1.131
H -0.488 10.376 0.161
N 2.700 2.422 -2.018
C -3.328 2.833 -0.681
H 7.036 -6.831 -3.857
N -1.631 8.724 2.886
H -2.498 -3.254 4.887
*
```

Mulliken atomic charge list, values in e, 6 entries: number 1, H, carries 0.325; number 2, C, carries -1.322; number 3, H, carries 0.405; number 4, O, carries -0.312; number 5, C, carries -0.549; number 6, C, carries -0.708



No. 3
Density functional theory data (ωB97M-V/def2-TZVPD) for a 13-piece molecular cluster, C39H73N6O7S6 overall at a distorted geometry.

E_tot: -4774.05472 a.u.
M: 930.450 g mol⁻¹
HOMO level: -5.649 eV

Geometry as ORCA input:
```
! RIJCOSX wB97M-V def2-TZVPD def2/J DEFGRID3
* xyz -1 1
S 2.310 3.549 3.575
N 3.329 1.294 -0.143
H 0.576 -0.142 7.546
H 0.923 -2.458 -0.230
C -0.297 -0.217 5.554
H 4.021 -2.139 1.542
C 2.082 4.028 1.857
N 0.037 -1.239 -3.587
H -4.755 -3.492 -4.791
H -2.111 0.670 -0.021
H -0.728 -3.709 1.100
H 2.604 -3.954 -1.464
H -4.684 -2.139 1.009
C 5.325 -1.870 -2.666
H -2.920 3.227 4.600
H -3.637 -0.727 0.651
H -0.755 -1.351 -0.227
H -3.277 1.002 5.899
C -3.667 -1.753 1.008
C 0.161 -0.218 1.295
O 5.629 -1.996 3.725
O 2.876 4.667 4.374
C 0.978 2.842 -2.538
H 0.045 2.701 3.453
H -0.997 -1.588 -6.643
H -5.180 -1.903 3.640
H 5.019 -4.874 3.131
H 0.401 2.943 -1.638
C -4.075 -2.788 -4.315
H -1.435 3.449 -4.460
H -4.562 -0.332 3.135
H 0.939 4.757 -3.546
H -3.339 -3.354 -3.742
H -2.984 3.202 -5.245
H 2.546 -1.879 -4.490
H 0.388 -0.702 4.882
H -5.315 3.475 -3.680
C 4.096 2.205 -0.810
H -0.732 -3.878 -5.310
C -0.527 -2.899 -4.901
H 4.432 -1.283 -0.744
S -4.878 -1.628 -3.211
H 0.057 -6.354 1.052
H -3.550 -2.236 -5.095
C -0.078 -2.595 -3.632
C 1.262 3.730 -3.554
C 0.437 -5.518 0.486
H -0.152 0.394 -4.912
C -0.278 0.032 6.908
H 0.688 0.730 1.500
H 0.149 4.468 3.611
H -4.534 2.638 -2.267
O -2.752 1.367 2.535
H 0.279 -0.730 -2.727
C 0.555 3.518 3.966
N 0.963 -3.467 -0.165
H -3.167 3.458 0.795
C 4.319 -1.557 -1.782
O -2.944 -3.412 2.906
H 2.865 0.941 -4.378
N 3.137 -1.525 -2.446
H -3.847 -1.125 4.629
H -0.796 1.701 -0.321
H 0.372 3.403 5.032
H 2.687 3.547 -5.237
C -1.487 0.703 7.246
H -1.806 0.019 4.128
H -3.018 -2.363 0.380
H -4.299 4.220 3.956
H 5.909 3.255 -0.237
C -4.310 -1.252 3.659
H 1.192 3.526 1.464
H -4.592 2.483 0.422
H -4.778 4.012 1.345
H 2.239 -1.244 -2.050
H -3.530 -0.152 -1.912
C 1.862 -4.296 -0.763
H -2.553 -1.501 -2.511
C 3.355 -1.795 -3.784
H 5.167 -2.250 -4.886
H 2.519 -2.845 2.271
C -4.145 3.143 1.162
H 5.508 1.987 2.158
H 1.470 0.836 -2.194
H -2.758 4.200 3.156
H 3.890 2.403 -1.849
C -1.162 0.706 -0.583
C -2.239 0.777 6.089
C -3.453 3.569 3.720
C 4.669 -4.461 4.082
C 0.088 -4.201 0.596
N 1.581 1.656 -2.815
H 3.880 -3.879 1.746
S -2.954 -1.945 2.656
O 0.950 -0.428 -0.957
S -3.983 2.204 2.677
H -2.472 2.149 -3.862
C -0.184 -0.390 -0.183
C -4.700 3.578 -2.787
C 5.092 2.613 0.050
H 6.387 -1.888 -2.511
N -1.512 0.221 5.070
H 3.716 -4.951 4.295
H 2.940 3.685 1.278
C -0.634 -1.696 -5.633
C 2.156 3.050 -4.438
O -2.295 4.130 -1.925
H 3.378 0.282 1.702
H 0.860 -0.979 1.659
H -0.042 -3.223 -2.759
C -3.343 -0.791 -2.768
C 1.577 -5.578 -0.352
H -1.492 0.630 -1.619
S -3.121 4.381 -3.139
H -2.998 -0.232 -3.639
C -0.245 -0.672 -4.790
C 2.300 1.766 -3.981
C 3.598 -2.918 2.173
C 4.906 1.913 1.266
H -1.829 0.950 8.236
H 2.581 0.744 -0.578
H 1.935 5.094 1.672
H 5.426 -4.690 4.824
O -5.366 -2.358 -2.017
C 4.694 -2.028 -3.940
C -2.470 3.152 -4.280
H -5.224 4.267 -2.121
S 4.327 -2.696 3.833
C 3.847 1.039 1.102
H 2.195 -6.420 -0.616
H -0.730 -0.120 1.925
*
```

Mulliken atomic charge list, values in e, 6 entries: number 1, S, carries 0.628; number 2, N, carries 1.599; number 3, H, carries 0.401; number 4, H, carries -0.454; number 5, C, carries -0.668; number 6, H, carries -0.185



Question: Which of these has the highest M?
Answer: C39H73N6O7S6